(1)
119
Properties=species:S:1:pos:R:3:forces:R:3:lowdin_spin:R:1 method="wB97M-V/def2-TZVPD" energy_ha=-3715.409934 e_homo_ev="-4.6 / -7.9" lumo_energy_ev="0.432 / -0.547" total_charge=0 spin_multiplicity=4 s2=3.777 homo_lumo_gap_ev="5.08 / 7.33" relative_energy_ev=0.0000
Ti -1.486915 -0.878071 0.050322 0.5 -0.1 0.1 0.978
N -2.042359 -1.858527 2.038952 0.0 -0.1 0.0 0.001
C -1.991883 -1.151993 3.329423 0.0 0.0 -0.1 0.002
C -0.603072 -0.620480 3.634033 0.0 0.0 0.0 0.001
C 0.474751 -1.704374 3.631422 0.0 0.0 0.0 0.000
C 1.067625 -2.078708 2.254873 0.0 0.0 0.0 0.000
N 0.671187 -1.215162 1.133136 -0.2 0.0 -0.1 0.001
H -2.989599 -2.190262 1.879207 -0.1 0.0 0.0 0.002
H -1.493663 -2.713817 2.079456 0.1 0.0 0.0 0.000
H -2.304556 -1.824333 4.136683 0.0 0.0 0.0 0.000
H -2.713504 -0.338809 3.283337 0.0 0.1 0.0 0.000
H -0.636082 -0.143050 4.617035 0.0 0.0 0.0 0.000
H -0.358257 0.158376 2.912586 0.0 0.0 0.0 0.001
H 0.064649 -2.609526 4.094447 0.0 0.0 0.0 0.000
H 1.292976 -1.391290 4.284369 0.0 0.1 0.0 0.000
H 0.782685 -3.097338 1.988793 -0.1 0.0 0.0 0.000
H 2.157034 -2.081236 2.339577 0.1 0.0 0.0 0.000
H 1.112043 -1.596455 0.299357 0.1 0.0 0.0 0.001
H 1.030262 -0.272482 1.244043 0.0 0.1 0.1 0.000
N -3.546358 -3.782531 0.370309 0.0 0.0 0.0 -0.001
C -4.142793 -2.870679 -0.457100 0.0 0.1 0.0 0.016
N -5.373937 -3.188272 -0.853060 0.0 0.0 0.0 0.067
C -5.962688 -2.258862 -1.628164 0.0 0.0 0.0 0.035
N -7.233380 -2.549328 -2.036944 0.0 0.0 0.0 0.011
N -5.422992 -1.139267 -2.052072 0.0 0.0 0.0 0.084
C -4.156672 -0.903220 -1.625135 0.0 0.0 0.0 0.184
N -3.473837 -1.748996 -0.761844 0.0 -0.1 0.1 0.077
C -3.481050 0.236168 -2.096414 0.0 0.0 0.0 0.121
C -4.063899 1.133714 -3.032835 0.0 0.0 0.0 0.057
C -3.341070 2.193461 -3.490309 0.0 0.0 0.0 0.050
C -2.017908 2.385380 -3.024828 0.0 0.0 0.0 0.122
C -1.520004 1.487183 -2.109869 -0.1 -0.1 0.0 0.006
N -2.205430 0.439576 -1.639971 0.1 0.0 0.1 0.155
H -4.025219 -4.668085 0.361202 0.0 0.0 0.0 0.000
H -2.535102 -3.817106 0.291115 0.1 0.0 0.0 0.000
H -7.719351 -3.255537 -1.513441 0.0 0.0 0.0 0.001
H -7.766924 -1.784575 -2.409322 0.0 0.0 0.0 0.000
H -5.074720 0.939909 -3.360130 0.0 0.0 0.0 0.003
H -3.774470 2.881691 -4.206497 0.0 0.0 0.0 0.001
H -1.402784 3.206101 -3.367874 0.0 0.0 0.0 0.009
H -0.519031 1.588159 -1.714858 0.0 0.0 0.0 -0.002
C 0.864131 -2.548458 -4.496078 0.0 0.0 0.0 0.000
N 0.104705 -2.016301 -3.372779 0.0 0.1 -0.1 0.001
C -1.271414 -2.476494 -3.256294 0.1 0.0 -0.1 0.003
C 0.696782 -1.266846 -2.434991 0.0 -0.2 0.1 0.002
C 2.155240 -0.958050 -2.628357 0.0 0.0 -0.1 0.000
O 0.125645 -0.823311 -1.428775 -0.1 0.2 -0.2 0.015
H 0.173591 -3.070596 -5.152925 0.0 0.0 0.0 0.000
H 1.623297 -3.261054 -4.166909 0.0 0.0 0.0 0.000
H 1.343677 -1.757629 -5.072734 0.0 0.0 0.0 0.000
H -1.293809 -3.564530 -3.153790 0.0 0.0 0.0 0.000
H -1.737851 -2.040962 -2.389176 -0.1 0.1 0.1 0.002
H -1.836086 -2.185631 -4.142893 0.0 0.0 0.0 0.000
H 2.723926 -1.875839 -2.772667 0.0 0.0 0.0 0.000
H 2.508957 -0.460115 -1.732938 0.0 0.0 0.0 0.000
H 2.314531 -0.311893 -3.495058 0.0 0.0 0.0 0.000
C -2.856280 2.697357 1.622654 0.0 0.1 -0.1 0.006
C -2.106414 1.480960 1.134744 -0.1 -0.2 0.0 0.036
O -2.829496 0.425594 0.931662 -0.1 0.1 0.1 0.056
N -0.828272 1.360713 0.927128 -0.1 -0.1 -0.1 0.362
Te 0.350214 3.298429 1.349172 0.0 0.1 0.0 0.287
C 1.485278 4.980251 0.535170 0.1 0.0 0.0 0.126
C 1.120548 5.547817 -0.687468 0.0 0.0 0.0 0.004
C -0.013815 5.047291 -1.546568 0.0 0.0 0.0 0.019
C 1.863623 6.621272 -1.183939 0.0 0.0 0.0 0.002
C 2.953314 7.136718 -0.504114 0.0 0.0 0.0 -0.003
C 3.741008 8.296901 -1.049172 0.0 0.0 0.0 0.000
C 3.291627 6.562007 0.717294 0.0 0.0 0.0 0.008
C 2.574796 5.500433 1.254876 0.0 0.0 0.0 0.022
C 3.013056 4.949966 2.586573 0.0 0.0 0.0 0.008
C 2.036061 2.032056 1.433448 0.0 -0.1 0.0 0.006
C 2.749287 1.721227 0.266825 0.0 0.0 0.1 0.003
C 2.431094 2.326935 -1.072135 0.0 0.0 0.0 0.005
C 3.801016 0.810268 0.347147 0.0 0.0 0.0 0.000
C 4.156673 0.198780 1.540302 0.0 0.0 0.0 0.001
C 5.259633 -0.821920 1.595179 0.0 0.0 0.0 0.000
C 3.446250 0.537290 2.683824 0.0 0.0 0.0 -0.001
C 2.392960 1.447358 2.659465 0.0 0.0 -0.1 0.002
C 1.733773 1.776450 3.975097 0.0 0.0 0.0 0.006
H -3.914652 2.458050 1.680875 0.0 0.0 0.0 0.000
H -2.722902 3.537673 0.938281 0.0 0.0 0.0 0.003
H -2.496682 3.008381 2.605500 0.0 0.0 0.0 0.000
H -0.653786 4.322657 -1.047268 0.0 0.0 0.0 0.015
H 0.378282 4.564481 -2.447070 0.0 0.0 0.0 0.000
H -0.644080 5.876596 -1.873711 0.0 0.0 0.0 0.000
H 1.575110 7.059149 -2.135769 0.0 0.0 0.0 0.000
H 3.408657 8.564019 -2.052495 0.0 0.0 0.0 0.000
H 4.806397 8.062872 -1.096424 0.0 0.0 0.0 0.000
H 3.630028 9.178632 -0.413895 0.0 0.0 0.0 0.000
H 4.134400 6.960181 1.275796 0.0 0.0 0.0 0.002
H 3.616151 5.684987 3.120044 0.0 0.0 0.0 0.000
H 3.613273 4.044302 2.464267 0.0 0.0 0.0 0.000
H 2.161116 4.690915 3.217231 0.0 0.0 0.0 0.004
H 2.721378 3.378116 -1.107298 0.0 0.0 0.0 0.000
H 1.362967 2.276204 -1.288913 0.0 0.0 0.0 0.003
H 2.966528 1.801985 -1.862828 0.0 0.0 0.0 0.000
H 4.350349 0.565356 -0.557214 0.0 0.0 0.0 0.000
H 5.788254 -0.884116 0.644306 0.0 0.0 0.0 0.000
H 4.858830 -1.813365 1.819851 0.0 0.0 0.0 0.000
H 5.985834 -0.579259 2.372941 0.0 0.0 0.0 0.000
H 3.711799 0.074463 3.630403 0.0 0.0 0.0 0.000
H 1.830883 0.936553 4.664425 0.0 0.0 0.0 0.000
H 0.677233 2.013172 3.881126 0.0 0.0 0.0 0.004
H 2.222240 2.639867 4.434795 0.0 0.0 0.0 0.000
O -0.947057 -4.913511 1.963270 -0.1 0.0 0.0 0.000
C -0.665988 -5.767732 0.925804 0.0 0.0 0.1 0.000
C -0.869549 -7.136022 1.056791 0.0 0.0 0.0 0.000
C -0.539710 -7.987690 0.016409 0.0 -0.1 0.0 0.000
C 0.016810 -7.480895 -1.149276 0.0 0.0 0.0 0.000
C 0.229181 -6.116357 -1.259930 0.0 0.0 0.0 0.000
C -0.131314 -5.238540 -0.243872 0.0 0.0 -0.2 0.000
C 0.081488 -3.756328 -0.469942 -0.1 0.0 0.3 0.001
O 1.182847 -3.395821 -0.888728 0.0 0.0 0.0 0.003
O -0.928069 -3.015064 -0.200502 0.0 0.0 0.0 0.003
H -1.316013 -5.422628 2.691794 0.0 0.0 0.0 0.000
H -1.279103 -7.532808 1.980378 0.0 0.0 0.0 0.000
H -0.707288 -9.052096 0.125242 0.0 0.0 0.0 0.000
H 0.287575 -8.144359 -1.959424 0.0 0.0 0.0 0.000
H 0.683575 -5.695826 -2.148762 0.0 0.0 0.0 0.000

***

(2)
110
Properties=species:S:1:pos:R:3:forces:R:3:lowdin_spin:R:1 method="wB97M-V/def2-TZVPD" energy_ha=-4636.517674 e_homo_ev="-10.1 / -10.2" lumo_energy_ev="-2.682 / -3.152" total_charge=+1 spin_multiplicity=3 s2=2.080 homo_lumo_gap_ev="7.42 / 7.03" relative_energy_ev=0.0871
Mo 0.674941 -0.999856 -0.227876 0.5 0.6 -0.2 1.951
C 4.152082 -0.818082 2.967496 0.0 -0.1 0.0 0.002
C 2.997465 0.096399 3.382018 -0.1 0.0 0.0 0.005
C 2.785421 0.046468 4.896878 0.0 0.0 0.0 0.001
C 3.353443 1.539613 2.992511 0.0 0.0 -0.1 0.000
P 1.464584 -0.429404 2.440348 0.0 0.0 0.1 0.023
C 0.296377 1.000719 2.678479 0.1 0.0 -0.1 0.002
N 0.441831 1.767303 1.460732 -0.1 0.0 0.0 0.011
B 0.527220 1.145674 0.179482 0.1 -0.1 -0.1 0.023
N 0.733105 2.207916 -0.755492 0.0 0.0 0.1 0.005
C 1.177877 2.000081 -2.109142 0.0 0.0 0.0 0.004
P 1.726674 0.224529 -2.195117 -0.1 -0.1 0.1 0.017
C 3.580943 0.298322 -1.917938 0.0 0.0 0.0 0.004
C 3.775075 1.025303 -0.581390 0.0 0.0 0.0 0.004
C 4.118861 -1.126519 -1.741603 0.0 0.0 0.0 0.020
C 4.385615 1.022785 -2.997646 0.0 0.0 0.0 0.000
C 1.254147 -0.291188 -3.934890 0.0 -0.1 0.1 0.000
C 1.944924 0.533499 -5.024617 0.0 0.0 0.0 -0.001
C -0.258345 -0.074644 -4.089518 0.0 0.0 0.0 -0.006
C 1.563138 -1.779521 -4.125748 0.0 0.0 0.0 0.004
C 0.723691 3.420279 -0.063093 0.0 0.0 0.0 0.000
C 0.867522 4.720263 -0.514229 0.0 0.0 0.0 0.001
C 0.803733 5.748050 0.421747 0.0 0.0 0.0 0.003
C 0.592168 5.478089 1.769927 0.0 0.0 0.0 0.002
C 0.444909 4.173043 2.229737 0.0 0.0 0.0 0.002
C 0.522102 3.145845 1.305878 0.0 0.0 0.0 0.000
C 0.593420 -1.872941 3.236406 0.0 0.0 0.0 0.003
C -0.277559 -2.318797 2.054065 -0.1 -0.2 0.2 0.020
C -0.282062 -1.541606 4.444893 0.0 0.0 0.0 0.000
C 1.553697 -3.017410 3.566636 0.0 0.0 0.0 0.002
H 5.068749 -0.493177 3.464771 0.0 0.0 0.0 0.000
H 3.978021 -1.858193 3.243089 0.0 0.0 0.0 0.000
H 4.320123 -0.771403 1.889556 0.0 0.0 0.0 0.001
H 3.654665 0.486121 5.391219 0.0 0.0 0.0 0.000
H 1.911540 0.623995 5.204176 0.0 0.0 0.0 0.000
H 2.674488 -0.971329 5.270690 0.0 0.0 0.0 0.000
H 4.297074 1.797509 3.478367 0.0 0.0 0.0 0.000
H 3.488951 1.669051 1.919018 0.0 0.0 0.0 0.000
H 2.611961 2.264504 3.323362 -0.1 0.0 0.0 0.000
H -0.729307 0.643960 2.794504 0.0 0.0 0.0 0.000
H 0.548482 1.588043 3.561315 0.0 0.0 0.0 0.000
H 0.389648 2.180641 -2.843813 0.0 0.0 0.0 0.000
H 2.016917 2.659208 -2.353926 0.0 0.0 0.0 0.000
H 3.254210 0.500118 0.222143 0.0 0.0 0.0 0.004
H 4.841317 1.032305 -0.340952 0.0 0.0 0.0 0.000
H 3.428944 2.059550 -0.593837 0.0 0.0 0.0 0.000
H 3.602743 -1.648060 -0.928116 0.0 0.0 0.0 0.020
H 4.028189 -1.728364 -2.642925 0.0 0.0 0.0 0.000
H 5.179362 -1.077095 -1.483382 0.0 0.0 0.0 0.001
H 3.944640 1.977891 -3.285935 0.0 0.0 0.0 0.000
H 5.384390 1.229015 -2.606679 0.0 0.0 0.0 0.000
H 4.509330 0.415287 -3.891033 0.0 0.0 0.0 0.000
H 1.879854 1.607000 -4.837068 0.0 0.0 0.0 0.000
H 2.988423 0.264398 -5.159332 0.0 0.0 0.0 0.000
H 1.433439 0.338388 -5.969736 0.0 0.0 0.0 0.000
H -0.508695 0.974904 -4.250269 0.0 0.0 0.0 0.000
H -0.598767 -0.621860 -4.971030 0.0 0.0 0.0 0.000
H -0.826903 -0.435045 -3.238080 0.0 0.0 0.0 -0.005
H 2.632064 -1.985893 -4.109716 0.0 0.0 0.0 0.000
H 1.075311 -2.389793 -3.362573 0.0 0.0 0.0 0.004
H 1.184460 -2.097797 -5.099095 0.0 0.0 0.0 0.000
H 1.016054 4.935164 -1.565084 0.0 0.0 0.0 0.000
H 0.910765 6.772777 0.093545 0.0 0.0 0.0 0.000
H 0.535352 6.296926 2.474205 0.0 0.0 0.0 0.000
H 0.265170 3.974590 3.279059 0.0 0.0 0.0 0.000
H -0.845989 -1.488145 1.605472 0.0 0.0 0.1 0.003
H 0.373068 -2.814294 1.312950 -0.1 0.0 -0.2 0.011
H -1.028970 -3.062865 2.330687 0.0 0.0 0.0 0.000
H 0.292429 -1.088555 5.250462 0.0 0.0 0.0 0.000
H -1.101878 -0.870340 4.185317 0.0 0.0 0.0 0.000
H -0.725524 -2.463743 4.828999 0.0 0.0 0.0 0.000
H 2.207567 -3.253235 2.722953 0.0 0.0 0.0 0.002
H 2.177289 -2.807653 4.434952 0.0 0.0 0.0 0.000
H 0.969409 -3.912815 3.792892 0.0 0.0 0.0 0.000
C -0.851532 -1.546584 -1.157473 -0.2 -0.1 0.1 -0.147
Ge -2.717399 -1.032304 -0.803125 0.0 -0.1 0.0 -0.005
C -2.871475 0.376345 0.542101 0.0 0.0 0.0 0.003
C -3.314513 0.057965 1.827564 0.0 0.0 0.0 0.001
C -3.474225 1.047809 2.790944 0.0 0.0 0.0 0.000
C -3.192468 2.370356 2.480385 0.0 0.0 0.0 0.001
C -2.750488 2.703878 1.206444 0.0 0.0 0.0 0.000
C -2.588000 1.712686 0.249558 0.0 0.0 0.0 0.000
C -3.561871 -2.645385 -0.087508 0.0 0.0 0.0 -0.003
C -2.832041 -3.801023 0.183579 0.0 0.0 0.0 -0.002
C -3.451400 -4.933068 0.699422 0.0 0.0 0.0 0.000
C -4.815254 -4.921380 0.948400 0.0 0.0 0.0 0.000
C -5.558434 -3.780674 0.674819 0.0 0.0 0.0 0.000
C -4.935432 -2.654434 0.158655 0.0 0.0 0.0 0.000
C -3.589962 -0.523977 -2.466606 0.0 0.0 0.0 -0.001
C -3.535855 -1.412519 -3.542000 0.0 0.0 0.0 0.000
C -4.156961 -1.111388 -4.743812 0.0 0.0 0.0 0.000
C -4.847368 0.085459 -4.885146 0.0 0.0 0.0 0.001
C -4.922303 0.969741 -3.820780 0.0 0.0 0.0 0.000
C -4.299306 0.665216 -2.615593 0.0 -0.1 0.0 0.001
H -0.809519 -2.487780 -1.734597 0.1 0.0 0.0 0.008
H -3.557411 -0.969666 2.076135 0.0 0.0 0.0 0.000
H -3.829690 0.785928 3.779816 0.0 0.0 0.0 0.000
H -3.323897 3.143197 3.226863 0.0 0.0 0.0 0.000
H -2.525689 3.734196 0.961456 0.0 0.0 0.0 0.000
H -2.225740 1.986395 -0.735564 0.0 0.0 0.0 0.000
H -1.766197 -3.827495 -0.014512 0.0 0.0 0.0 -0.001
H -2.872360 -5.825931 0.899443 0.0 0.0 0.0 0.000
H -5.301012 -5.802373 1.346825 0.0 0.0 0.0 0.000
H -6.624574 -3.772824 0.860484 0.0 0.0 0.0 0.000
H -5.528095 -1.771528 -0.057198 0.0 0.0 0.0 0.000
H -3.007656 -2.355986 -3.442119 0.0 0.0 0.0 0.000
H -4.110632 -1.812485 -5.567251 0.0 0.0 0.0 0.000
H -5.336461 0.321908 -5.821120 0.0 0.0 0.0 0.000
H -5.473468 1.895841 -3.921546 0.0 0.0 0.0 0.000
H -4.386627 1.356033 -1.786994 0.0 0.0 0.0 0.000